No. 1
# C29H55GeN3OPbSSi3

C29H55GeN3OPbSSi3 as an isolated structure (ωB97M-V/def2-TZVPD, OMol25).

Output
LUMO level (alpha / beta)   -9.2 / -10.1 eV
Spin multiplicity   2
Net charge   +3
Energy relative to the best compared isomer or geometry (same formula, charge and spin)   0.0 kcal/mol

CARTESIAN COORDINATES (ANGSTROEM)
Pb1 -0.6856 1.6263 0.3912
H1 -0.8391 -6.6568 2.1884
N1 0.7416 1.2209 -1.4345
C1 2.0164 3.0917 -0.6482
C2 2.3069 -2.8551 2.0089
H2 1.3555 -0.4273 -5.6588
C3 2.5742 -2.5529 -1.0349
C4 0.3217 -4.5240 -3.4150
H3 1.6612 5.0564 1.2782
H4 0.5929 -1.0872 6.3407
C5 2.8121 -5.3953 0.2752
Ge1 -0.2976 -4.1641 0.0244
H5 -3.3166 -4.5066 -1.7315
C6 0.1048 4.5949 -0.8504
H6 0.0174 -4.8785 -4.4029
H7 2.4694 -3.0179 -2.0157
C7 1.0738 4.1389 1.3256
H8 2.3838 -6.0737 1.0158
H9 3.8825 -5.3280 0.4873
H10 1.3173 -4.9268 -3.2201
H11 2.0980 0.9400 -3.7881
C8 2.4644 0.5930 4.0412
C9 1.9935 1.8369 -1.2854
H12 -2.3988 -1.0948 -3.7241
H13 2.2336 0.7611 6.1858
C10 -2.6619 -4.5932 -2.5990
H14 -3.4120 1.2200 -2.8929
H15 -0.4566 0.9238 5.4799
N2 -1.9191 0.4367 -1.5815
H16 -0.8305 4.8808 -0.3686
C11 -0.9890 0.0535 -2.6089
H17 0.3896 -3.4347 -3.4588
H18 1.9843 -1.6313 -1.0237
H19 -2.3190 -6.4373 3.1076
H20 -1.8800 -3.2807 4.1100
C12 0.7245 -0.3254 -4.7866
C13 3.2010 1.2719 -1.7158
C14 -2.7374 -0.6699 -1.0663
H21 -3.8400 -3.9996 0.4489
H22 3.3365 -2.4952 2.0819
H23 -4.2427 -4.0314 2.1574
H24 -0.7423 -2.4373 3.0476
Si1 -0.9196 -5.0824 -2.1365
Si2 2.0518 -3.6917 0.3580
H25 -3.0981 -5.3473 -3.2577
H26 3.2119 0.2560 -2.0842
C15 1.1512 0.4297 -3.7223
H27 0.1251 4.3796 1.8082
C16 4.3779 1.9904 -1.6297
H28 1.6347 -2.0012 2.1258
C17 2.2638 -0.0195 5.4234
H29 -0.8980 -0.2290 4.2083
H30 -1.6059 -7.2256 -1.0760
H31 -3.4485 -1.0495 -1.8045
H32 -0.0986 4.1812 -1.8378
C18 -1.8373 -6.2164 2.1511
C19 -0.0629 0.2200 4.7458
C20 -3.5028 -3.6786 1.4342
O1 0.5633 0.6077 2.1358
H33 -3.3118 -0.3187 -0.2079
H34 5.3058 1.5453 -1.9614
H35 -2.6728 -3.6442 -3.1385
H36 -0.7395 -7.4922 -2.5867
H37 0.7225 5.4877 -0.9686
H38 -2.4067 -6.7241 1.3714
H39 3.2063 4.8162 -0.1916
H40 -3.5149 -2.5873 1.4707
H41 5.2766 3.8675 -1.0999
N3 0.8015 3.5844 -0.0203
H42 3.1852 1.4067 3.9993
H43 2.7123 -0.1574 3.2884
C21 -1.1080 -3.4221 3.3494
C22 -0.5321 -0.9296 -4.7613
S1 0.8414 1.2250 3.5323
H44 -2.0923 -1.4923 -0.7500
H45 1.0240 -1.6462 4.7256
C23 -0.7568 -6.8907 -1.6738
C24 -2.7791 1.5415 -2.0621
C25 -1.3885 -0.7085 -3.6831
H46 0.1594 -7.1254 -1.1269
C26 0.9321 -0.7615 5.3588
H47 -3.4224 1.8802 -1.2483
H48 3.0984 -0.6759 5.6655
H49 2.1384 -3.5469 2.8358
H50 3.6233 -2.2762 -0.9020
H51 1.6131 3.4053 1.9205
H52 -0.8704 -1.5172 -5.6042
C27 0.3442 0.5827 -2.5573
H53 -2.1587 2.3710 -2.4044
C28 3.1910 3.8243 -0.6223
H54 2.7033 -5.8497 -0.7110
Si3 -1.8285 -4.3638 1.9016
H55 -0.2825 -3.9653 3.8120
C29 4.3662 3.2848 -1.1267

No. 2
# C26H18F5N4O3PPdS

C26H18F5N4O3PPdS as an isolated structure (ωB97M-V/def2-TZVPD, OMol25).

Output
LUMO level   4.4 eV
Net charge   -2
Energy relative to the best compared isomer or geometry (same formula, charge and spin)   0.0 kcal/mol

CARTESIAN COORDINATES (ANGSTROEM)
H1 3.7245 -1.1376 3.9443
H2 -1.1583 4.7277 -0.0036
C1 -1.0146 -3.4449 2.2616
N1 -1.1344 2.5352 -1.1983
H3 -0.4639 5.6138 -1.2430
H4 -0.7974 1.6169 -1.5340
H5 -0.8616 3.0180 3.1925
O1 2.2483 -2.5917 -1.9606
H6 2.3997 4.0788 0.6209
O2 3.7410 -0.6542 -2.2341
C2 1.6872 3.3496 0.9893
C3 4.6240 -2.1000 0.8279
F1 -4.3318 -3.3360 -1.5013
C4 1.6762 2.0740 0.4538
F2 -1.6924 -2.9871 -1.7432
C5 4.7210 -1.9064 2.1947
P1 0.8327 -0.5013 -0.0307
N2 0.9792 1.6326 -3.5583
H7 1.0011 -2.9894 1.7069
C6 0.7664 3.7043 1.9732
C7 -2.3482 -3.0745 2.1867
C8 -3.8390 -2.1774 -1.9968
C9 -0.1347 1.4683 1.8962
F3 -5.1047 0.9660 -3.2559
C10 3.4936 -1.6989 0.1155
H8 -1.9977 -0.3222 0.2487
C11 -0.3618 -1.5115 0.9580
C12 3.6740 -1.2991 2.8728
C13 -2.4793 -1.9577 -2.1414
C14 -2.6958 -1.9295 1.4787
C15 -0.0314 -2.6703 1.6562
H9 2.3615 1.8088 -0.3468
C16 -4.2331 -0.0040 -2.8811
H10 5.4202 -2.5706 0.2677
C17 2.5526 -0.9013 2.1660
H11 1.7372 -0.4376 2.7084
F4 -6.0635 -1.3755 -2.2407
C18 -0.1440 2.7585 2.4211
N3 -1.0579 4.8342 -1.0041
C19 -2.8609 0.1494 -3.0005
C20 -4.7294 -1.1853 -2.3661
C21 -1.7144 -1.1714 0.8627
N4 0.3356 3.8098 -2.5310
F5 -2.4724 1.3525 -3.5278
H12 -0.8484 0.7409 2.2647
H13 -3.7371 -1.6469 1.3744
H14 5.6103 -2.2275 2.7267
H15 -1.9426 2.5494 -0.6039
C22 -0.5946 3.6778 -1.6140
S1 3.5341 -1.9794 -1.6746
C23 2.4272 -1.0887 0.7849
H16 0.7642 4.7071 2.3868
O3 4.6730 -2.8756 -1.8645
H17 -0.7319 -4.3530 2.7821
C24 0.7671 1.1078 0.8997
C25 0.6958 2.6631 -3.1161
C26 -1.9227 -0.7869 -2.6272
H18 -3.1148 -3.6852 2.6493
Pd1 0.1669 -0.3659 -2.0728

No. 3
# C3H8O

C3H8O in the gas phase (ωB97M-V/def2-TZVPD, OMol25).

Output
LUMO level   1.1 eV
SMILES   CCOC
Net charge   0
Energy relative to the best compared isomer or geometry (same formula, charge and spin)   14.5 kcal/mol

CARTESIAN COORDINATES (ANGSTROEM)
H1 -1.3894 0.6718 2.0569
C1 1.2666 -0.5883 -0.6469
C2 -0.5222 0.7202 0.0420
H2 0.1949 1.5398 0.2059
H3 1.2686 -1.2850 0.2115
H4 -1.4424 1.1343 -0.3632
H5 1.6770 -1.0544 -1.5486
O1 -0.0249 -0.1120 -0.9729
H6 1.9018 0.2440 -0.3390
H7 -1.4733 -0.8570 1.1513
C3 -0.8484 0.0013 1.3625
H8 0.0862 -0.2962 1.8631

No. 4
# C15H36Al2Cl2F4MgN4O13PS2

C15H36Al2Cl2F4MgN4O13PS2 as an isolated structure in a non-equilibrium geometry (ωB97M-V/def2-TZVPD, OMol25).

Output
LUMO level   -9.1 eV
Net charge   +1

CARTESIAN COORDINATES (ANGSTROEM)
O1 -0.5457 6.9367 5.8680
O2 5.0629 -3.1092 -5.9554
N1 -0.3612 0.0556 2.4314
H1 1.1579 1.8474 -3.1133
H2 2.3823 -4.3782 -4.9051
O3 4.3195 4.1294 7.2908
F1 -4.9614 -0.9598 5.1217
H3 1.5688 -2.8457 -1.6060
N2 -0.3827 6.7891 7.0703
Al1 -3.5956 -1.2203 4.2161
H4 -1.6034 -3.7510 -3.4949
F2 -2.9955 0.2479 3.6512
P1 1.1115 0.4849 2.2424
H5 -0.8195 1.9622 -1.8249
C1 1.5716 -1.7986 -1.8642
H6 3.6154 -4.8636 2.0015
O4 -0.5405 7.7048 7.8519
F3 -3.9373 -2.2321 2.9298
C2 0.8638 0.8903 -2.6653
H7 1.4630 0.8029 -1.7602
H8 -6.6195 2.5811 0.8079
C3 -6.2235 2.3340 -0.1778
H9 -0.6711 -1.6831 -4.4070
H10 1.9779 0.0030 3.2451
C4 -0.3420 -2.0344 -3.4270
O5 2.3563 4.9613 6.3009
C5 0.3119 -4.2883 -4.3186
S1 1.2034 2.6656 2.1474
C6 1.2787 -0.1722 -3.6740
O6 2.2654 3.9394 8.4091
N3 -2.8061 1.1455 0.4923
H11 2.8482 4.0561 2.2707
O7 5.3235 -0.7749 -5.6351
C7 -3.8537 0.6928 0.6165
C8 0.3347 3.0999 3.5875
H12 -5.6070 0.3325 1.6944
C9 0.5505 2.3378 4.6728
H13 -0.3362 -3.8747 -2.3003
O8 3.8874 -5.4880 1.3252
O9 2.6819 2.6386 6.4900
H14 -5.1763 -0.9184 0.5353
H15 3.4852 -5.1488 0.5110
H16 -0.2437 2.0075 5.3249
H17 -6.8928 2.7588 -0.9253
H18 2.1471 -4.2775 -3.1803
H19 -0.9152 -1.5299 -2.6548
N4 1.0979 -1.6129 -3.2713
Cl1 3.7534 -3.5754 -1.3114
H20 -5.2551 2.8252 -0.2896
H21 1.6100 0.0245 1.0079
F4 -2.3686 -1.9909 5.2351
H22 0.8778 -1.2621 -1.2111
H23 -0.9981 0.8417 2.5311
O10 3.8320 -1.5821 -7.3229
S2 5.1057 -1.8163 -6.6417
C10 1.7723 -3.9054 -4.1346
H24 2.9978 -2.1368 -4.0172
H25 -1.2797 0.8748 -3.1514
C11 -0.5492 -3.5340 -3.3162
O11 -0.0476 5.6812 7.4959
H26 -0.0135 -4.0484 -5.3374
H27 -5.7206 0.6108 -1.3586
C12 -0.6154 0.9880 -2.2797
C13 -6.1088 0.8245 -0.3600
H28 -0.8912 0.2410 -1.5366
Cl2 2.9223 3.9065 7.1349
H29 0.7623 -0.0431 -4.6271
H30 -7.1019 0.3789 -0.3015
H31 2.3455 -0.0484 -3.8603
H32 1.5718 2.0286 4.8732
H33 0.1843 -5.3624 -4.1927
O12 6.1795 -1.8034 -7.6285
Al2 -0.4802 -2.4221 5.7753
C14 -5.2125 0.1591 0.6926
O13 2.7667 3.0892 2.2815
H34 2.5749 -1.4014 -1.7829
C15 1.9649 -2.4087 -4.2306
H35 1.7064 -2.0603 -5.2339
H36 -0.3397 3.9407 3.5593
Mg1 -1.3826 2.5432 -4.4065

No. 5
# C11H11CoNO6

C11H11CoNO6 as an isolated structure in a non-equilibrium geometry (ωB97M-V/def2-TZVPD, OMol25).

Output
LUMO level (alpha / beta)   -13.2 / -15.8 eV
Spin multiplicity   5
Net charge   +3
Energy relative to the best compared isomer or geometry (same formula, charge and spin)   0.0 kcal/mol

CARTESIAN COORDINATES (ANGSTROEM)
N1 0.1447 -1.1425 0.8736
C1 0.4979 -1.5231 2.2785
H1 -1.7719 1.5651 2.1841
C2 0.4170 0.1047 0.3123
C3 -1.5997 -0.4024 -3.6701
Co1 0.1863 -0.8412 -4.1560
C4 0.1431 3.6494 -3.1882
O1 0.2127 -3.0447 -2.2810
C5 0.1794 -0.3259 -5.9138
C6 0.1927 -2.1421 -3.0116
H2 -1.6278 -1.4388 2.6901
H3 0.2167 2.1760 0.7820
H4 0.2891 -1.9121 0.2131
O2 0.7705 0.2660 -0.8684
C7 -0.6754 -1.1821 3.2092
H5 0.1725 0.4602 4.2981
H6 1.2772 1.2927 1.8629
H7 -0.6306 -1.8439 4.0836
C8 0.2809 1.2671 1.3675
H8 -1.5765 0.3928 4.3146
H9 -0.4647 2.3077 3.1153
C9 -0.7570 1.3882 2.5544
H10 0.7070 -2.5884 2.3308
O3 0.1760 4.5110 -2.4863
O4 -2.6138 0.0070 -3.2854
O5 2.9784 0.0214 -3.2280
C10 1.9748 -0.4034 -3.6478
H11 1.4038 -0.9985 2.6224
C11 -0.6958 0.2763 3.6502
O6 0.1926 0.1034 -7.0062

No. 6
# C3H14K3NO7

C3H14K3NO7 as an isolated structure in a non-equilibrium geometry (ωB97M-V/def2-TZVPD, OMol25).

Output
LUMO level   -7.9 eV
Net charge   +2
Energy relative to the best compared isomer or geometry (same formula, charge and spin)   218.0 kcal/mol

CARTESIAN COORDINATES (ANGSTROEM)
H1 -0.1016 1.1337 1.6504
O1 1.7618 -0.3822 0.5948
H2 -1.3186 -0.2952 -3.3152
O2 1.3553 0.8437 -1.1472
H3 -0.0969 0.5424 -2.3133
H4 1.5283 -0.8493 -0.6313
H5 -2.7492 -0.7415 -1.3330
H6 -0.2437 -1.4361 -1.5723
K1 1.2742 1.0375 4.3628
K2 3.6686 -0.4479 1.4709
O3 0.0266 -0.5178 1.6703
O4 -1.0762 -1.6758 -1.1586
N1 1.1198 -0.0977 1.5698
H7 1.2258 0.4765 -0.2727
H8 -2.5382 0.8266 0.3120
O5 1.1856 -1.6817 -0.9569
O6 -0.5585 1.9746 1.6731
H9 -0.6984 2.1467 2.6042
H10 1.9627 -2.1748 -1.2198
C1 -1.1504 0.2777 -2.4033
H11 -0.7422 0.7330 0.3551
O7 1.6497 0.7091 2.3928
H12 1.5626 1.7652 -0.9922
H13 -1.9950 -0.4822 0.9587
C2 -1.7080 -0.4384 -1.2224
H14 -1.7594 1.1779 -2.4867
K3 0.0821 -2.6122 1.2454
C3 -1.6670 0.1884 0.1644

No. 7
# C14H28N6NdO6Se

C14H28N6NdO6Se as an isolated structure in a non-equilibrium geometry (ωB97M-V/def2-TZVPD, OMol25).

Output
LUMO level (alpha / beta)   -5.9 / -6.0 eV
Spin multiplicity   4
Net charge   +1

CARTESIAN COORDINATES (ANGSTROEM)
O1 -3.5893 -1.6716 -0.1228
H1 3.1275 -2.4100 -2.3309
C1 -2.3690 4.4569 1.1617
H2 -2.1789 -0.1523 -3.1836
N1 0.7858 -0.2181 -1.5809
H3 2.2390 -1.9558 -3.7822
C2 -2.0557 3.0073 1.2866
H4 -4.1971 3.4448 2.9452
C3 0.9589 -3.9166 -1.7797
H5 2.9127 -3.5034 0.9986
C4 4.4949 0.1360 0.2231
C5 -2.1801 0.5963 -2.3525
H6 -1.7988 1.5754 -2.7058
N2 -0.6747 -2.3005 -0.8637
C6 1.2414 -1.4101 -1.9526
N3 -1.1796 2.3942 0.4222
C7 -2.7414 2.0940 2.1402
Nd1 -1.6307 -0.1128 -0.1471
O2 -0.4569 3.1478 -0.3173
H7 2.0235 2.2536 1.0781
H8 3.0428 -0.7128 -2.8520
H9 -4.8702 1.9287 2.3077
H10 -4.1755 -2.0417 -0.8539
O3 -3.8071 0.7491 -0.0402
O4 -2.9481 -0.1061 2.5586
H11 3.7679 2.6191 1.3006
H12 3.6979 -3.0125 2.5181
N4 3.2981 -1.4455 1.1749
H13 1.3100 -3.9962 -2.8127
H14 1.7569 -4.2241 -1.0930
O5 1.7224 0.7440 -1.9466
H15 -3.2583 0.8029 -2.1156
C8 0.4561 -2.5473 -1.5190
H16 5.2406 0.7400 -0.2552
H17 3.0799 2.4909 -0.3440
Se1 0.8722 -0.1987 2.0418
H18 0.1845 -4.6596 -1.6196
H19 1.2842 1.5819 -1.7167
C9 2.4788 -1.6369 -2.7592
C10 4.4873 -1.1816 0.5328
N5 -2.1723 0.8425 2.2614
O6 -1.3007 -3.4740 -0.4338
H20 1.9671 -2.6153 2.2404
H21 -4.5411 1.2914 -0.3728
C11 2.5304 -0.3069 1.2616
C12 2.9517 -2.7165 1.7658
H22 -2.6131 4.7150 0.1155
H23 -3.9378 -0.6314 -0.0126
H24 -1.4397 4.9799 1.4322
H25 -3.1848 4.7312 1.8417
C13 3.0284 2.0884 0.6777
N6 3.3061 0.6688 0.6701
C14 -4.0116 2.3681 2.8436
H26 -3.9537 1.8584 3.8121
H27 5.2209 -1.9447 0.3732
H28 -2.2017 -3.2035 -0.1197

No. 8
# C7H9ClN2

C7H9ClN2 in the gas phase in a non-equilibrium geometry (ωB97M-V/def2-TZVPD, OMol25).

Output
LUMO level (alpha / beta)   0.6 / -1.4 eV
Spin multiplicity   3
Net charge   0
Energy relative to the best compared isomer or geometry (same formula, charge and spin)   31.9 kcal/mol

CARTESIAN COORDINATES (ANGSTROEM)
H1 -0.8452 2.9573 0.3672
C1 0.5706 0.7558 -0.1361
C2 1.0291 1.9974 0.0820
H2 1.8723 -0.3927 -2.1310
H3 2.4416 -0.9233 -0.6493
N1 -0.7894 -1.1484 -0.5693
C3 1.5359 -1.0212 -1.3861
H4 -3.0966 -1.9862 0.8507
N2 -1.9090 -0.6089 -0.0774
C4 -2.9551 -1.6290 -0.1556
C5 0.3683 -0.4356 -0.6014
H5 0.6350 4.0356 0.5150
H6 1.2881 -2.0309 -1.7633
Cl1 -3.6610 1.3460 0.4847
C6 0.3199 3.0587 0.3843
H7 -3.9055 -1.2329 -0.4646
C7 -2.0052 0.5682 0.4507
H8 -2.6052 -2.3863 -0.8591
H9 2.1671 2.1532 0.0959

No. 9
# C35H35HgN6O2

C35H35HgN6O2 as an isolated structure (ωB97M-V/def2-TZVPD, OMol25).

Output
LUMO level (alpha / beta)   0.3 / -1.5 eV
Spin multiplicity   2
Net charge   0
Energy relative to the best compared isomer or geometry (same formula, charge and spin)   28.9 kcal/mol

CARTESIAN COORDINATES (ANGSTROEM)
C1 3.4812 -3.6709 0.6467
C2 2.9194 -1.6026 -0.8467
H1 0.0770 2.6514 3.0296
C3 0.1964 -1.4299 -2.9107
H2 -1.4878 2.2737 -6.0035
C4 0.6759 -6.0544 0.8631
H3 2.4280 1.0066 2.0137
H4 -0.0312 0.7145 -4.4820
H5 -0.0147 -2.3016 -2.2914
H6 -5.2303 0.6180 -1.7661
H7 2.3421 -2.2758 -1.4847
H8 1.7852 2.2319 -1.3155
H9 -1.2881 3.3401 -4.6160
H10 4.7938 -2.4143 -1.6620
H11 3.2543 -1.6532 1.3249
H12 0.4571 3.5985 -0.4687
H13 0.4840 1.0512 5.7096
H14 3.3381 -5.7940 0.5835
C5 4.3842 0.7444 -0.4932
H15 -4.8763 2.3430 1.1665
C6 0.8809 1.9279 3.1975
C7 4.3395 -1.5345 -1.2252
H16 -5.2074 -0.9048 -2.6589
O1 -2.9710 -2.8094 -1.4124
H17 0.4920 -1.7853 -3.8992
C8 1.4024 -4.8424 0.7977
N1 0.1151 -7.0593 0.9387
C9 5.0519 -0.4189 -0.9669
H18 0.6689 3.9840 1.2246
N2 1.3735 -2.4450 0.9371
C10 0.0716 0.3708 4.9760
H19 -4.5658 -0.8617 -1.0343
H20 -4.0012 4.6833 1.2792
H21 -0.7534 -0.9627 6.4390
H22 -3.2547 0.4971 0.7459
C11 0.3448 3.1910 0.5388
C12 -1.9271 2.5673 -5.0493
Hg1 0.2156 -0.4545 0.2347
C13 -0.6252 -0.7525 5.3854
C14 -3.2073 1.1121 -3.4345
C15 -0.9304 -1.2840 3.0911
N3 -0.2397 -0.2110 2.6955
C16 -4.6496 -0.2861 -1.9529
N4 2.2646 -0.3397 -0.7382
C17 -3.3047 0.0424 -2.5511
H23 -2.9068 3.0031 -5.2411
H24 -1.3259 -1.9112 2.2983
N5 -1.6217 1.7292 0.6353
C18 1.8277 1.9198 1.9957
C19 2.8193 -4.8473 0.6591
C20 -1.0017 -0.5214 -3.0299
O2 -1.4603 -1.6756 -0.2422
C21 -2.9267 1.5274 0.8063
C22 -2.2398 -1.8460 -1.2702
H25 2.5244 2.7650 2.1157
C23 0.7615 -3.6041 0.9320
C24 3.0092 0.7400 -0.4859
H26 -1.7327 -2.4672 4.6847
C25 -2.1763 -0.7484 -2.3111
H27 6.1146 -0.3772 -1.1725
H28 1.4500 2.2938 4.0522
C26 2.7680 -2.3910 0.6759
C27 -1.1589 -1.5905 4.4190
H29 -4.0843 1.7275 -3.6092
C28 -2.0289 1.3912 -4.1142
H30 -0.3170 -3.5817 1.0530
C29 -3.3333 3.8479 1.1140
H31 4.9339 1.6482 -0.2702
H32 -1.5519 5.0484 1.0498
C30 -3.8230 2.5527 1.0442
H33 2.9716 2.8510 -0.1475
H34 1.0453 -0.8865 -2.4902
C31 2.2570 2.0406 -0.3487
N6 1.2015 2.0151 0.6701
H35 4.5596 -3.6428 0.5621
C32 -1.9722 4.0529 0.9739
C33 0.2338 0.6281 3.6162
C34 -0.9442 0.5470 -3.9180
C35 -1.1427 2.9609 0.7380